1.
7 unconnected molecules or ions with the total composition C21H56O7 in a non-equilibrium geometry. Source: OMol25; level of theory: ωB97M-V/def2-TZVPD.

Gap between HOMO and LUMO (eV): 10.0
DFT total energy (eV): -37014.56649
Energy relative to the best compared isomer or geometry (same formula, charge and spin) (eV): 3.780
Total charge: 0

```
84
Properties=species:S:1:pos:R:3:forces:R:3
C -6.0131 4.1859 -6.7316 -0.701 1.596 0.884
C -4.8040 5.0436 -6.2723 -0.315 0.674 -1.484
C -4.9523 6.6000 -6.5837 0.166 -1.860 -0.265
O -4.5935 4.9558 -4.8720 0.029 -0.205 -0.110
H -5.8433 3.1127 -6.8172 0.093 0.126 0.435
H -6.5209 4.5159 -7.6379 0.555 0.161 -0.363
H -6.7228 4.4932 -5.9634 -0.537 -0.934 0.215
H -4.0024 4.5745 -6.8427 0.861 0.640 0.232
H -4.9209 6.7806 -7.6581 -0.012 -0.126 -0.078
H -4.1168 7.1396 -6.1378 -0.217 -0.036 0.181
H -5.9196 6.9580 -6.2312 0.126 0.045 0.269
H -4.0525 4.1843 -4.6881 -0.029 -0.081 0.086
C 3.6665 0.1153 -2.4727 -0.712 0.888 0.782
C 4.7551 1.0470 -1.8244 0.881 -0.813 -0.318
C 6.2012 0.5765 -1.9879 0.215 -0.526 -0.447
O 4.6316 2.3047 -2.4277 -0.557 1.204 -0.525
H 3.4964 0.3138 -3.5309 0.785 0.053 -0.181
H 2.7221 0.4761 -2.0654 -0.194 -0.004 0.250
H 3.6226 -0.9637 -2.3243 0.751 0.047 0.298
H 4.6304 1.2350 -0.7580 -0.676 -0.371 0.062
H 6.5590 -0.0313 -1.1568 -0.319 -0.553 -0.270
H 6.9778 1.3395 -2.0412 -0.449 0.724 0.167
H 6.2702 0.0872 -2.9594 0.222 -0.574 0.146
H 5.3734 2.4536 -3.0185 -0.011 -0.040 -0.027
C -4.5692 -6.7371 2.6078 -1.020 0.281 0.401
C -5.1136 -5.7446 3.6190 0.424 2.021 0.073
C -5.7522 -6.2563 4.9071 -0.764 -0.782 0.322
O -3.9617 -4.9436 3.9532 0.873 -0.137 0.072
H -5.4073 -7.3879 2.3589 0.480 -1.010 0.480
H -3.6559 -7.0924 3.0850 -0.199 -0.932 -0.471
H -4.3676 -6.3163 1.6227 0.411 0.619 0.354
H -5.7565 -5.0425 3.0880 -0.702 -0.212 0.098
H -5.1780 -7.0330 5.4122 0.272 -0.087 -0.285
H -6.7647 -6.6457 4.8007 0.000 -0.471 -0.748
H -5.9872 -5.5466 5.7004 0.713 0.847 -0.325
H -4.1758 -4.1091 4.3769 -0.425 -0.127 0.048
C 3.5088 1.6590 3.9803 0.926 -0.024 0.592
C 4.4586 1.3326 5.2091 -0.539 -0.718 -2.262
C 5.9616 1.3446 4.9085 0.115 0.311 -0.122
O 4.1239 2.1199 6.2770 -0.585 0.750 2.100
H 3.6362 2.7045 3.6997 0.015 0.115 -0.054
H 2.4615 1.5060 4.2407 0.099 0.021 0.251
H 3.7029 1.0543 3.0944 0.239 -0.110 0.068
H 4.1572 0.3368 5.5341 0.247 -0.209 0.008
H 6.3044 2.3271 4.5840 -0.208 0.270 -0.099
H 6.2870 0.6574 4.1275 -0.330 -0.180 -0.016
H 6.5548 1.1285 5.7971 -0.234 -0.171 0.162
H 4.3091 3.0606 6.2285 0.249 -0.058 -0.635
C -1.9025 -0.4471 1.2516 0.314 0.666 -0.209
C -1.4941 0.3753 -0.0042 -0.706 -0.351 0.122
C -2.6648 0.4979 -1.0127 0.442 0.276 1.224
O -1.0868 1.6852 0.3739 -0.060 0.032 0.530
H -2.5781 0.0908 1.9166 -0.137 0.373 -0.273
H -1.0301 -0.6595 1.8696 0.093 -0.192 -0.157
H -2.4194 -1.3714 0.9936 0.239 -0.063 -0.204
H -0.6086 -0.0865 -0.4408 -0.135 -0.438 -0.284
H -2.4665 1.3162 -1.7050 0.210 -0.482 -0.511
H -3.5022 0.8856 -0.4325 -0.277 -0.254 0.053
H -2.9228 -0.4688 -1.4451 0.004 0.244 -0.309
H -0.5672 2.0270 -0.3574 0.027 0.194 0.008
C 2.4575 3.4182 -6.4373 0.131 -0.805 -0.571
C 1.5566 4.2256 -5.5460 0.757 -0.259 0.114
C 0.2598 4.6045 -6.1197 -0.986 1.148 -0.541
O 1.2351 3.4911 -4.3977 0.336 -0.533 0.870
H 2.0024 2.4991 -6.8065 -0.555 0.138 -0.203
H 3.2979 3.0037 -5.8805 0.406 0.506 0.110
H 2.7960 4.0063 -7.2903 0.196 -0.057 0.037
H 2.1489 5.0892 -5.2436 -0.139 0.529 -0.020
H -0.3952 3.7400 -6.2278 0.157 -0.064 -0.289
H 0.3890 5.1593 -7.0490 -0.154 -0.239 -0.225
H -0.2427 5.2917 -5.4389 -0.078 -0.014 0.099
H 2.1007 3.2437 -4.0642 -0.037 -0.395 0.703
C 1.6332 -6.7662 6.7729 0.111 1.919 -0.089
C 0.8354 -5.6995 5.9697 0.237 -0.782 -1.151
C 1.5981 -4.9706 4.9012 1.366 1.909 0.805
O -0.1155 -6.3490 5.1993 -2.246 -2.126 -0.226
H 2.4397 -7.2214 6.1981 -0.495 -0.413 -0.279
H 0.9740 -7.4531 7.3036 0.141 -0.062 -0.287
H 2.1758 -6.1601 7.4985 0.052 -0.181 0.457
H 0.3340 -4.9907 6.6288 0.246 0.085 0.398
H 1.9649 -5.5343 4.0435 0.215 -0.535 0.597
H 2.3661 -4.4144 5.4388 0.816 0.052 -0.485
H 1.0200 -4.1734 4.4339 -0.544 -0.023 0.200
H -0.8090 -5.7585 4.8961 0.039 0.154 0.038
```
Forces are in eV/Å.


2.
7 unconnected molecules or ions with the total composition C21H56O7 in a non-equilibrium geometry. Source: OMol25; level of theory: ωB97M-V/def2-TZVPD.

Gap between HOMO and LUMO (eV): 10.1
DFT total energy (eV): -37016.40731
Energy relative to the best compared isomer or geometry (same formula, charge and spin) (eV): 1.939
Total charge: 0

```
84
Properties=species:S:1:pos:R:3:forces:R:3
C 3.4619 -2.9761 -2.5858 1.701 0.655 0.186
C 2.7584 -1.9572 -3.4902 0.346 -0.172 0.217
C 1.3601 -2.4711 -3.8200 -0.269 0.986 -0.529
O 2.7157 -0.5768 -3.0246 0.500 -1.587 -0.603
H 3.3858 -3.9475 -3.1121 0.045 0.327 0.682
H 3.1076 -2.9877 -1.5607 -0.660 -0.351 0.087
H 4.5683 -2.7374 -2.4357 -1.275 -0.193 -0.562
H 3.4045 -1.9284 -4.3480 -0.029 0.217 -0.815
H 0.9018 -1.8625 -4.6056 0.130 0.178 0.002
H 0.7463 -2.2732 -2.9318 -0.114 -0.676 -0.027
H 1.3089 -3.4938 -4.2190 0.166 0.145 0.691
H 1.9104 -0.5228 -2.5240 -0.787 0.250 0.446
C 1.2111 -1.2132 2.5764 0.037 -0.653 -0.232
C 1.9998 -1.9047 1.4306 -1.257 -0.661 1.560
C 2.8495 -2.9520 2.0328 2.383 -0.071 0.869
O 1.0870 -2.5077 0.5514 -0.275 -1.080 -0.332
H 0.7585 -0.3389 2.1207 -0.244 0.208 0.466
H 1.7421 -1.0075 3.5353 0.086 0.265 -1.028
H 0.4414 -1.9495 2.8801 0.079 0.449 -0.358
H 2.6174 -1.2660 0.8658 0.815 1.311 -0.494
H 3.3945 -3.5665 1.3107 -0.191 0.097 -0.141
H 2.3451 -3.6294 2.7195 -0.248 0.129 0.019
H 3.6462 -2.3757 2.6045 -0.795 -0.906 -0.374
H 0.6530 -1.8557 0.0065 -0.366 0.767 -0.323
C 2.8611 1.2289 -0.5987 -0.343 0.818 -1.211
C 2.0099 1.9301 0.4280 -0.407 -1.315 0.910
C 2.4137 3.3418 0.7282 -0.078 1.569 0.240
O 0.6389 1.9382 -0.0165 -0.260 0.255 1.206
H 3.8879 1.2464 -0.2603 0.297 -0.411 0.076
H 2.8378 1.8706 -1.4922 0.111 -0.216 -0.066
H 2.5410 0.2282 -0.9595 0.270 0.711 0.984
H 2.1001 1.3181 1.3731 -0.331 0.590 -0.584
H 3.4936 3.4548 0.9020 -0.329 -0.073 0.123
H 1.8341 3.7630 1.5801 0.613 -0.603 -0.148
H 2.1262 4.0516 -0.0697 0.314 -0.612 -0.205
H 0.1277 2.2853 0.7769 0.436 -0.595 -1.011
C -3.7742 5.7421 -0.2422 0.484 -0.369 2.046
C -2.5615 4.9158 0.2996 -0.560 -0.539 -1.326
C -1.3813 4.6442 -0.7254 -1.902 0.031 1.429
O -2.0185 5.5233 1.4751 0.295 0.193 0.208
H -4.2361 5.5295 -1.1701 0.165 -0.657 -1.174
H -3.5191 6.7651 -0.2009 0.588 1.403 -0.431
H -4.5897 5.7171 0.4802 -0.016 -0.396 0.264
H -2.9903 3.9534 0.6841 0.641 0.614 -0.455
H -0.7867 3.8874 -0.2184 0.288 -0.063 -0.791
H -0.8286 5.5463 -0.8450 0.675 0.871 0.153
H -1.7159 4.4197 -1.7361 -0.116 -0.650 0.180
H -1.4961 6.3189 1.2635 -0.443 -0.455 -0.183
C -1.2856 -5.8513 0.2748 0.968 1.084 1.678
C -0.6516 -5.7606 -1.0827 -1.717 -0.973 -0.965
C -1.5769 -4.8638 -2.0077 0.575 -1.242 1.143
O 0.7133 -5.4216 -0.9881 0.380 0.711 -0.656
H -1.4892 -4.8321 0.6727 -0.068 -0.516 -0.145
H -0.5419 -6.2928 0.9732 -0.521 0.090 -0.369
H -2.1860 -6.4445 0.2969 -0.349 -0.133 -0.121
H -0.7433 -6.8290 -1.4366 0.725 1.009 -0.246
H -1.3597 -3.8573 -1.6916 -0.413 0.694 0.156
H -2.6585 -5.1529 -1.8408 1.269 0.492 -0.236
H -1.3045 -4.9360 -3.0485 -0.018 -0.186 -0.401
H 0.9246 -4.4588 -1.0455 -0.749 -0.936 0.274
C -2.6370 2.3746 3.3216 1.887 0.642 -1.119
C -1.1096 2.6425 3.4556 -1.184 -0.232 0.866
C -0.3486 1.4134 3.8952 -0.827 0.878 1.359
O -0.4687 3.0395 2.2529 -0.494 1.626 -0.311
H -2.8265 1.6734 2.5343 -0.093 -0.749 -0.341
H -3.1661 3.2636 3.0553 -0.321 0.816 -0.043
H -2.9787 2.0312 4.2519 -0.654 -0.637 1.240
H -1.0445 3.4202 4.2498 0.432 -0.149 -0.627
H -0.5406 1.2211 4.9589 -0.149 -0.151 -0.219
H 0.6799 1.6946 3.8387 0.904 -0.394 -0.315
H -0.6374 0.5582 3.3212 0.156 -0.461 -0.365
H -0.6866 3.9891 2.0788 -0.088 -0.854 0.048
C -2.3975 -0.5710 -0.3083 -1.108 -1.095 -1.104
C -1.4879 -0.4756 -1.5166 -1.622 0.743 0.030
C -1.9118 0.7979 -2.3055 0.773 -0.771 0.717
O -0.1824 -0.4320 -1.0999 2.065 -0.322 -0.182
H -2.1907 -1.3017 0.4636 0.264 -0.803 -0.395
H -3.4139 -0.7236 -0.7422 0.361 0.312 0.915
H -2.2751 0.3299 0.2213 -0.400 1.570 0.563
H -1.5659 -1.3225 -2.1595 -0.285 -0.861 -0.498
H -2.8767 0.7114 -2.7690 -0.389 -0.424 -0.444
H -1.1359 0.9999 -3.0508 -0.245 0.402 0.149
H -2.0617 1.5722 -1.5535 0.540 0.481 -0.228
H 0.0738 0.4759 -0.9026 0.230 0.603 0.553
```
Forces are in eV/Å.


| no. | E_HOMO (eV) |
| --- | --- |
| 1 | -9.6 |
| 2 | -9.6 |